(w)
Below is H2OSn as an isolated structure, with properties calculated with ωB97M-V/def2-TZVPD.

Computed properties:
Total charge: +2
Gap between HOMO and LUMO: 0.2976 Eh
E_HOMO: -21.80 eV

```
4
H2OSn, DFT ωB97M-V/def2-TZVPD
Sn 0.45 -0.44 -2.40
O -0.15 0.16 0.41
H 0.07 0.87 1.01
H -0.36 -0.58 0.98
```

Mulliken atomic charge list, values in e, 2 entries: atom 1 (Sn): 1.849, atom 2 (O): -0.555


(x)
Below is H2OSn as an isolated structure, with properties calculated with ωB97M-V/def2-TZVPD.

Computed properties:
Total charge: +2
Gap between HOMO and LUMO: 0.1119 Eh
E_HOMO: -17.50 eV

```
4
H2OSn, DFT ωB97M-V/def2-TZVPD
Sn 1.86 -2.23 2.72
O -0.34 0.73 -0.64
H -0.98 0.06 -0.84
H -0.54 1.44 -1.24
```

Mulliken atomic charge list, values in e, 2 entries: atom 1 (Sn): 1.966, atom 2 (O): -0.645


Energetically preferred structure: (w) | next structure: +144.2 kJ/mol


(w)
Below is an isolated ion of composition C7H14N3O and charge +1, with properties calculated with ωB97M-V/def2-TZVPD.

Computed properties:
Total charge: +1
Gap between HOMO and LUMO: 0.3440 Eh
SMILES string: C=C(/C(O)=[NH+]/C)C1NCCN1
E_HOMO: -13.21 eV

```
25
C7H14N3O, DFT ωB97M-V/def2-TZVPD
C 2.06 1.10 1.19
C 0.98 0.66 0.56
C 1.09 -0.23 -0.64
O 0.30 -0.11 -1.73
N 1.99 -1.20 -0.74
C 2.06 -2.08 -1.83
C -0.46 0.81 0.94
N -1.04 -0.48 1.11
C -2.45 -0.22 1.03
C -2.55 0.91 -0.09
N -1.19 1.51 -0.11
H 2.06 1.62 2.14
H 3.01 0.99 0.77
H -0.47 0.41 -1.59
H 2.75 -1.29 -0.07
H 0.96 -2.33 -2.06
H 2.35 -1.51 -2.78
H 2.65 -2.96 -1.62
H -0.32 1.49 1.81
H -0.79 -0.77 1.98
H -3.02 0.19 1.84
H -2.85 -1.23 0.75
H -2.70 0.53 -1.08
H -3.24 1.72 0.12
H -1.18 2.47 0.10
```

Mulliken atomic charge list, values in e, 2 entries: atom 1 (C): -1.159, atom 2 (C): 0.357


(x)
Below is a 2-piece molecular cluster, C7H14N3O overall, with properties calculated with ωB97M-V/def2-TZVPD.

Computed properties:
Total charge: +1
Gap between HOMO and LUMO (spin up / spin down): 0.2621 / 0.2610 Eh
E_HOMO (spin up / spin down): -12.04 / -12.04 eV

```
25
C7H14N3O, DFT ωB97M-V/def2-TZVPD
C -5.76 -0.93 0.45
C -1.11 -0.51 -0.24
C 0.90 1.72 0.61
C 0.14 -0.64 -1.11
C 1.75 1.05 -0.41
C -1.49 0.96 -0.21
C 3.16 -1.16 0.95
N -4.82 -0.31 0.61
N 1.50 -0.37 -0.53
N -2.71 1.35 -0.22
O 1.71 -1.01 0.64
H -6.74 -1.51 0.51
H -1.88 -1.16 -0.57
H -0.83 -0.69 0.82
H 0.32 1.08 1.30
H 0.72 2.75 0.55
H 0.28 -1.65 -1.66
H 0.10 0.21 -1.95
H 1.74 1.61 -1.33
H 2.91 1.23 -0.01
H 3.17 -2.08 1.61
H 3.47 -0.23 1.47
H 3.71 -1.35 -0.01
H -2.98 2.27 -0.19
H -3.43 0.59 -0.37
```

Mulliken atomic charge list, values in e, 2 entries: atom 1 (C): 0.032, atom 2 (C): -0.618


Energetically preferred structure: (w) | next structure: +587.3 kJ/mol


(w)
Below is an isolated ion of composition C3H7NO3 and charge +1, with properties calculated with ωB97M-V/def2-TZVPD.

Computed properties:
⟨S²⟩: 0.7581
Total charge: +1
Gap between HOMO and LUMO (spin up / spin down): 0.4407 / 0.2118 Eh
Multiplicity: 2
E_HOMO (spin up / spin down): -15.89 / -15.44 eV

```
14
C3H7NO3, DFT ωB97M-V/def2-TZVPD
O 1.70 0.25 1.74
C 0.89 0.65 1.00
O 0.83 1.85 0.36
C -0.28 -0.24 0.32
C 0.41 -0.79 -0.95
O -0.28 -1.98 -1.34
N -1.56 0.31 0.08
H 1.57 2.33 0.75
H -0.44 -1.11 0.97
H 1.41 -1.12 -0.67
H 0.32 -0.05 -1.75
H -1.13 -1.97 -0.88
H -1.97 0.75 0.92
H -1.46 1.11 -0.55
```

Mulliken atomic charge list, values in e, 2 entries: atom 1 (O): -0.267, atom 2 (C): 0.247


(x)
Below is an isolated ion of composition C3H7NO3 and charge +1, with properties calculated with ωB97M-V/def2-TZVPD.

Computed properties:
⟨S²⟩: 0.7579
Total charge: +1
Gap between HOMO and LUMO (spin up / spin down): 0.4104 / 0.2101 Eh
Multiplicity: 2
E_HOMO (spin up / spin down): -15.74 / -15.65 eV

```
14
C3H7NO3, DFT ωB97M-V/def2-TZVPD
O -0.52 -0.07 -2.40
C -0.28 -0.44 -1.27
O -0.45 -1.79 -1.01
C -0.03 0.50 -0.16
C -0.59 -0.16 1.04
O -0.24 0.69 2.22
N 1.41 0.70 -0.31
H -0.97 -2.15 -1.65
H -0.51 1.40 -0.50
H -1.71 -0.32 1.05
H -0.20 -1.15 1.15
H 0.22 1.42 1.81
H 1.99 -0.14 -0.01
H 1.88 1.51 0.06
```

Mulliken atomic charge list, values in e, 2 entries: atom 1 (O): -0.378, atom 2 (C): 0.291


Energetically preferred structure: (w) | next structure: +99.4 kJ/mol


(w)
Below is one molecule with the formula C23H30N2O3S, with properties calculated with ωB97M-V/def2-TZVPD.

Computed properties:
Gap between HOMO and LUMO: 0.3060 Eh
SMILES string: CSCC[C@H](C(=O)N1C[C@]2(C)C[C@H]1CC(C)(C)C2)N1C(=O)c2ccccc2C1=O
E_HOMO: -8.58 eV

```
59
C23H30N2O3S, DFT ωB97M-V/def2-TZVPD
C 1.31 3.57 -2.04
S 0.26 3.95 -0.60
C 1.38 3.50 0.79
C 0.89 2.26 1.53
C 0.92 1.02 0.63
C 0.11 -0.14 1.23
O 0.66 -1.08 1.78
N -1.22 -0.05 1.08
C -1.99 0.92 0.32
C -3.41 0.35 0.33
C -4.46 1.44 0.19
C -3.44 -0.36 1.69
C -2.10 -1.08 1.63
C -2.21 -2.29 0.70
C -2.65 -1.93 -0.74
C -1.43 -1.69 -1.62
C -3.40 -3.13 -1.33
C -3.61 -0.71 -0.76
N 2.27 0.54 0.41
C 3.18 0.22 1.42
O 3.13 0.57 2.57
C 4.26 -0.53 0.73
C 5.42 -1.09 1.23
C 6.26 -1.74 0.33
C 5.95 -1.82 -1.02
C 4.78 -1.25 -1.52
C 3.95 -0.61 -0.63
C 2.65 0.06 -0.83
O 2.01 0.21 -1.84
H 1.53 2.50 -2.09
H 0.74 3.87 -2.91
H 2.23 4.15 -1.98
H 1.40 4.36 1.45
H 2.37 3.35 0.37
H 1.52 2.09 2.40
H -0.13 2.43 1.87
H 0.52 1.27 -0.35
H -1.61 1.04 -0.70
H -1.97 1.90 0.80
H -4.35 2.18 0.99
H -5.46 1.02 0.24
H -4.35 1.96 -0.76
H -4.28 -1.04 1.80
H -3.46 0.37 2.50
H -1.71 -1.40 2.60
H -1.24 -2.79 0.66
H -2.92 -2.98 1.14
H -1.73 -1.37 -2.62
H -0.86 -2.61 -1.73
H -0.75 -0.94 -1.22
H -3.70 -2.92 -2.35
H -4.30 -3.36 -0.75
H -2.77 -4.01 -1.33
H -3.55 -0.24 -1.74
H -4.64 -1.08 -0.65
H 5.66 -1.02 2.28
H 7.18 -2.19 0.69
H 6.62 -2.33 -1.69
H 4.53 -1.31 -2.57
```

Mulliken atomic charge list, values in e, 2 entries: atom 1 (C): -0.651, atom 2 (S): -0.135


(x)
Below is one molecule with the formula C23H30N2O3S, with properties calculated with ωB97M-V/def2-TZVPD.

Computed properties:
Gap between HOMO and LUMO: 0.3514 Eh
SMILES string: Cc1ccc(CNC(=O)CCc2ccc(S(=O)(=O)NC3CCCCC3)cc2)cc1
E_HOMO: -9.02 eV

```
59
C23H30N2O3S, DFT ωB97M-V/def2-TZVPD
C -1.45 -2.31 -3.20
C -0.38 -2.21 -2.16
C -0.51 -2.84 -0.93
C 0.47 -2.73 0.04
C 1.62 -1.99 -0.21
C 2.70 -1.86 0.82
N 3.09 -0.48 1.07
C 4.29 0.01 0.70
O 5.12 -0.66 0.12
C 4.52 1.46 1.08
C 4.09 2.41 -0.04
C 2.60 2.39 -0.26
C 1.75 2.86 0.73
C 0.38 2.83 0.55
C -0.14 2.34 -0.63
S -1.91 2.32 -0.90
O -2.18 2.93 -2.17
O -2.56 2.85 0.27
N -2.21 0.69 -1.12
C -2.59 -0.16 0.00
C -4.00 0.12 0.51
C -4.34 -0.82 1.66
C -3.32 -0.67 2.79
C -1.91 -0.95 2.27
C -1.58 0.00 1.13
C 0.69 1.89 -1.64
C 2.06 1.92 -1.45
C 1.76 -1.38 -1.45
C 0.77 -1.48 -2.40
H -1.05 -2.76 -4.11
H -2.29 -2.90 -2.85
H -1.81 -1.31 -3.46
H -1.39 -3.44 -0.72
H 0.35 -3.22 0.99
H 2.39 -2.32 1.77
H 3.61 -2.36 0.47
H 2.39 0.13 1.45
H 5.59 1.58 1.25
H 3.99 1.70 2.01
H 4.40 3.42 0.22
H 4.60 2.12 -0.96
H 2.16 3.25 1.65
H -0.30 3.20 1.31
H -2.82 0.59 -1.92
H -2.54 -1.19 -0.37
H -4.05 1.16 0.85
H -4.72 -0.01 -0.30
H -5.34 -0.60 2.04
H -4.33 -1.85 1.30
H -3.37 0.34 3.18
H -3.56 -1.36 3.60
H -1.85 -1.98 1.92
H -1.19 -0.82 3.08
H -1.62 1.03 1.48
H -0.58 -0.20 0.74
H 0.24 1.54 -2.55
H 2.71 1.59 -2.24
H 2.67 -0.83 -1.66
H 0.90 -1.00 -3.36
```

Mulliken atomic charge list, values in e, 2 entries: atom 1 (C): -1.779, atom 2 (C): 1.005


Energetically preferred structure: (w) | next structure: +112.1 kJ/mol


(w)
Below is one molecule with the formula C3H6OSe, with properties calculated with ωB97M-V/def2-TZVPD.

Computed properties:
Gap between HOMO and LUMO (spin up / spin down): 0.3491 / 0.1903 Eh
E_HOMO (spin up / spin down): -8.77 / -7.01 eV

```
11
C3H6OSe, DFT ωB97M-V/def2-TZVPD
C 0.18 -0.51 -0.18
C -1.16 -0.95 0.44
C 0.80 1.75 0.03
O 0.76 0.55 0.54
Se -2.68 0.20 -0.01
H 0.88 -1.35 -0.11
H 0.03 -0.25 -1.24
H -1.40 -1.94 0.06
H -1.06 -1.00 1.53
H 1.07 2.54 0.70
H 0.48 1.94 -0.99
```

Mulliken atomic charge list, values in e, 2 entries: atom 1 (C): -0.432, atom 2 (C): -0.734


(x)
Below is one molecule with the formula C3H6OSe, with properties calculated with ωB97M-V/def2-TZVPD.

Computed properties:
Gap between HOMO and LUMO (spin up / spin down): 0.3644 / 0.1924 Eh
E_HOMO (spin up / spin down): -9.13 / -7.25 eV

```
11
C3H6OSe, DFT ωB97M-V/def2-TZVPD
C -0.42 -0.81 -0.08
C -1.54 -0.37 0.87
C 1.59 0.20 -0.61
O 0.78 -0.29 0.37
Se -3.20 0.09 -0.09
H -0.09 -1.82 0.12
H -0.60 -0.48 -1.10
H -1.77 -1.28 1.42
H -1.30 0.49 1.49
H 2.43 0.91 -0.32
H 1.24 0.03 -1.63
```

Mulliken atomic charge list, values in e, 2 entries: atom 1 (C): -0.269, atom 2 (C): -0.762


Energetically preferred structure: (w) | next structure: +71.6 kJ/mol


(w)
Below is C2H18O6 as an isolated structure, with properties calculated with ωB97M-V/def2-TZVPD.

Computed properties:
⟨S²⟩: 0.7565
Total charge: -1
Gap between HOMO and LUMO (spin up / spin down): 0.2751 / 0.1394 Eh
Multiplicity: 2
E_HOMO (spin up / spin down): -4.61 / -4.60 eV

```
26
C2H18O6, DFT ωB97M-V/def2-TZVPD
C -0.14 -1.07 -1.47
C 0.53 0.26 -1.65
H 0.48 -1.53 -0.65
H -1.15 -1.09 -1.02
H -0.08 -1.80 -2.37
H 0.50 0.73 -0.63
H -0.07 0.88 -2.41
H 1.61 0.31 -1.75
H 2.63 -0.71 0.01
H 3.08 1.15 0.86
O 2.25 0.89 0.50
H -2.52 -0.37 -3.32
H -2.13 1.14 -0.23
O -2.71 -0.24 0.09
H -1.55 -0.84 1.26
H -3.37 -0.76 -0.45
O -0.64 -1.25 1.77
H -0.42 1.40 1.15
H 1.14 1.06 1.43
O 0.20 1.13 1.87
H -0.09 -0.45 1.84
H 1.90 -2.03 0.27
O 2.55 -1.64 -0.27
H -1.54 2.74 -0.18
H -3.03 -0.82 -2.91
O -1.36 1.86 -0.47
```

Mulliken atomic charge list, values in e, 2 entries: atom 1 (C): 0.170, atom 2 (C): -0.450


(x)
Below is a 7-piece molecular cluster, C2H18O6 overall, with properties calculated with ωB97M-V/def2-TZVPD.

Computed properties:
⟨S²⟩: 0.7504
Total charge: -1
Gap between HOMO and LUMO (spin up / spin down): 0.0998 / 0.3768 Eh
Multiplicity: 2
E_HOMO (spin up / spin down): 0.62 / -7.08 eV

```
26
C2H18O6, DFT ωB97M-V/def2-TZVPD
C 0.14 -2.38 -3.96
C 0.55 -1.79 -2.60
H 1.06 -2.61 -4.59
H -0.58 -1.70 -4.42
H -0.21 -3.49 -3.89
H 0.46 -0.66 -2.57
H 0.05 -2.21 -1.76
H 1.67 -1.97 -2.59
H 0.21 -1.80 1.67
H 0.70 -0.98 0.63
O -0.09 -1.51 0.91
H -1.09 3.77 1.08
H -1.53 2.28 1.35
O -0.83 2.91 1.38
H 2.35 1.42 2.43
H 0.96 1.71 1.82
O 1.95 1.93 1.67
H -1.55 2.13 3.99
H -1.85 1.22 2.75
O -1.33 1.32 3.53
H 2.43 0.46 0.76
H 2.39 -0.02 -0.60
O 2.42 -0.27 0.28
H -3.35 1.20 0.70
H -2.29 0.09 0.81
O -2.63 0.96 1.22
```

Mulliken atomic charge list, values in e, 2 entries: atom 1 (C): -0.813, atom 2 (C): -0.854


Energetically preferred structure: (x) | next structure: +231.0 kJ/mol